# 1
Computed, not measured: 2 unconnected molecules or ions with the total composition C6H13NO3 at a distorted geometry, with ωB97M-V with the def2-TZVPD basis set.

XYZ file:
```
23
Properties=species:S:1:pos:R:3:forces:R:3
C 2.15760 -1.26506 1.32642 -0.02 -0.13 0.11
C 2.05796 -0.19329 0.26742 0.30 0.16 -0.09
C 1.11937 -0.33113 -0.90483 0.21 0.28 -0.15
O 0.23766 -1.41100 -0.95387 -0.30 -0.19 0.02
C 0.85191 0.71427 0.14119 0.15 0.18 -0.10
C -0.31930 0.58777 1.07920 -0.08 -1.24 -0.86
C -1.54659 1.33109 0.60161 0.43 2.73 1.74
O -1.52018 2.48378 0.20275 -0.07 -1.41 -0.33
O -2.65430 0.80788 1.16031 -0.29 -0.63 0.14
H 1.23497 -1.85254 1.40740 0.20 0.17 -0.02
H 2.97516 -1.96165 1.08999 -0.20 0.17 0.08
H 2.36749 -0.82317 2.31077 -0.04 -0.13 -0.22
H 3.01018 0.28727 0.02955 -0.24 -0.14 0.08
H 1.46424 0.01159 -1.88478 -0.09 -0.06 0.26
H 0.70682 -2.20123 -1.23531 0.15 0.01 0.03
H 1.06508 1.74083 -0.16416 -0.12 -0.29 0.09
H -0.62841 -0.45799 1.21180 0.29 0.21 -0.05
H -0.06280 0.96391 2.08055 -0.27 0.16 -0.29
H -3.26051 1.52126 1.39984 -0.05 0.12 -0.54
N -2.25336 0.09144 -2.05867 0.05 -0.14 0.06
H -1.75111 0.63873 -2.75241 -0.16 -0.19 0.11
H -3.25244 0.21000 -2.20108 0.25 -0.08 -0.07
H -1.99945 -0.89277 -2.15369 -0.10 0.46 0.00
```
Forces are in eV/Å.

Summary:
DFT total energy	-14064.7967	eV
M	147.17	g/mol
energy above the lowest of the compared OMol25 structures with the same formula, charge and spin	1.832	eV
largest force on an atom	3.26	eV/Å
E_HOMO	-9.613	eV
gap between HOMO and LUMO	10.294	eV
SMILES	C[C@H]1[C@@H](O)[C@H]1CC(=O)O.N

Atomic partial charges in e from the natural (NBO) method, atoms 1 to 8: C -0.62; C -0.25; C 0.09; O -0.72; C -0.24; C -0.52; C 0.83; O -0.61

# 2
Computed, not measured: a molecular structure, C6H13NO3 at a distorted geometry, with ωB97M-V with the def2-TZVPD basis set.

XYZ file:
```
23
Properties=species:S:1:pos:R:3:forces:R:3
C 2.41430 -0.26830 -0.39748 0.17 -0.13 0.03
C 1.02666 -0.03828 -0.98685 -0.14 -0.01 -0.23
C -0.11887 -0.54066 -0.10021 0.01 0.74 0.04
C -0.12530 -2.05566 0.05728 0.06 -0.11 0.11
N -0.20330 0.15848 1.19357 -0.43 1.38 -1.04
C -1.74982 0.77743 0.74968 -1.97 -2.52 4.53
O -2.70909 0.77501 1.49262 2.29 0.47 -2.20
C -1.52049 0.00649 -0.55783 1.00 0.31 -0.44
O -1.58314 0.74663 -1.73121 -0.17 0.33 -0.25
H 3.18076 0.18282 -1.04223 -0.18 -0.11 0.20
H 2.50956 0.18505 0.59991 0.00 -0.07 -0.23
H 2.64717 -1.33771 -0.30657 -0.04 0.24 -0.01
H 0.89465 1.04086 -1.15860 -0.01 -0.27 0.04
H 0.94478 -0.52937 -1.96915 0.06 0.17 0.20
H 0.76995 -2.38960 0.59939 -0.19 0.02 -0.19
H -0.99767 -2.38306 0.63908 0.17 0.11 -0.14
H -0.15138 -2.54266 -0.92657 0.04 0.04 0.21
H 0.55176 0.06516 1.86381 -0.54 -0.35 0.55
H -2.22943 -0.82997 -0.62533 -0.15 0.50 0.09
H -1.28963 1.65647 -1.56545 -0.03 -0.34 0.00
H -0.03494 1.75507 1.28119 -2.93 1.62 -1.18
O -0.94371 2.61463 1.02635 3.16 -1.87 -0.10
H -1.28283 2.95114 1.86459 -0.19 -0.16 0.03
```
Forces are in eV/Å.

Summary:
DFT total energy	-14062.1201	eV
M	147.17	g/mol
energy above the lowest of the compared OMol25 structures with the same formula, charge and spin	4.509	eV
largest force on an atom	5.54	eV/Å
E_HOMO	-9.352	eV
gap between HOMO and LUMO	9.898	eV

Atomic partial charges in e from the natural (NBO) method, atoms 1 to 8: C -0.61; C -0.41; C 0.09; C -0.63; N -0.85; C 0.79; O -0.55; C 0.01

# 3
Computed, not measured: 2 unconnected molecules or ions with the total composition C6H13NO3 at a distorted geometry, with ωB97M-V with the def2-TZVPD basis set.

XYZ file:
```
23
Properties=species:S:1:pos:R:3:forces:R:3
C 0.05100 0.46309 1.81959 0.08 -0.21 0.17
C 0.62090 0.98614 0.49830 -0.01 0.18 -0.21
C 1.89892 1.79196 0.73587 0.14 0.08 0.15
C 0.88222 -0.11418 -0.54620 -0.47 0.23 -0.02
O 1.78028 -1.10875 -0.11793 0.17 -0.04 -0.07
C -0.43633 -0.77837 -1.01022 0.59 0.03 -0.23
O -1.40576 0.12671 -1.46778 -0.13 0.42 0.17
C -0.19720 -1.82894 -2.04041 -0.63 -2.58 0.12
N -0.26667 -2.88390 -2.53448 0.48 2.15 0.34
H -0.20679 1.31139 2.46940 0.02 -0.30 -0.17
H -0.84242 -0.16644 1.69994 0.12 0.31 -0.02
H 0.79194 -0.14242 2.36622 -0.10 0.20 -0.12
H -0.11961 1.66893 0.05447 0.10 -0.21 0.08
H 1.70401 2.61980 1.43286 0.07 -0.21 -0.19
H 2.68794 1.16215 1.17105 -0.19 0.15 -0.14
H 2.28047 2.21977 -0.20200 -0.08 -0.11 0.23
H 1.34682 0.34696 -1.43095 -0.01 -0.08 0.18
H 1.49642 -1.47012 0.72845 -0.07 0.04 0.03
H -0.87362 -1.30829 -0.15063 0.03 0.13 -0.30
H -1.05015 0.69001 -2.16446 0.05 -0.07 -0.03
O -3.74028 -1.16994 -0.51353 0.42 -1.77 1.15
H -3.12033 -0.46235 -0.75142 0.22 -0.67 0.20
H -3.28177 -1.95321 -0.04614 -0.81 2.32 -1.33
```
Forces are in eV/Å.

Summary:
DFT total energy	-14064.4709	eV
M	147.17	g/mol
energy above the lowest of the compared OMol25 structures with the same formula, charge and spin	2.158	eV
largest force on an atom	2.80	eV/Å
E_HOMO	-10.864	eV
gap between HOMO and LUMO	11.156	eV
SMILES	CC(C)[C@@H](O)[C@@H](O)C#N.O

Atomic partial charges in e from the natural (NBO) method, atoms 1 to 8: C -0.62; C -0.25; C -0.60; C 0.09; O -0.70; C -0.01; O -0.71; C 0.23

# 4
Computed, not measured: 2 unconnected molecules or ions with the total composition C6H13NO4S2 at a distorted geometry, with ωB97M-V with the def2-TZVPD basis set.

XYZ file:
```
26
Properties=species:S:1:pos:R:3:forces:R:3
C -1.12620 -2.09193 -0.44791 -0.24 0.60 -0.34
C -1.14424 -2.92836 1.73191 -0.84 -1.82 1.15
C 1.03118 2.50813 -1.53689 -2.10 -1.52 0.40
C -1.77217 -2.87028 0.39259 -1.48 -1.42 -0.46
C 1.18958 1.41503 -0.46413 -1.45 0.30 -0.26
C 2.58297 1.07308 -0.33391 3.26 0.70 0.45
N 1.58358 -1.39301 0.20434 1.11 -0.61 -1.95
O 1.51810 -2.98540 -1.84253 -0.75 -0.65 0.26
O 2.74116 -1.01240 -2.29072 -0.13 0.58 0.44
O 4.04542 -0.82773 0.79566 -0.12 -0.18 0.14
O 2.08220 0.08935 1.98459 0.15 0.51 1.99
S 1.50166 -1.52223 -1.61882 1.17 -1.00 -0.79
S 2.64123 -0.42865 0.75473 0.66 1.49 -0.61
H -0.16784 -1.66314 -0.11740 -0.97 0.01 0.11
H -1.92320 -2.74005 2.51730 0.95 0.46 -0.28
H -0.75066 -3.92464 1.99116 -0.24 -0.17 -0.15
H -0.25010 -2.33355 1.68041 0.09 0.82 0.69
H 0.15334 3.08178 -1.20984 0.21 0.41 -0.58
H 1.89525 3.10771 -1.67556 0.83 0.70 0.19
H 0.81427 2.02040 -2.47838 -0.11 0.06 -0.46
H -1.44553 -1.78520 -1.41530 -0.34 -0.31 -0.85
H -2.71216 -3.54356 0.14705 1.72 1.59 0.44
H 0.73004 0.39609 -0.59209 -0.74 1.70 -0.44
H 0.83507 1.83918 0.47958 -0.05 -0.32 0.11
H 3.07864 0.82698 -1.28309 -0.48 -0.24 0.23
H 3.11107 2.05116 -0.02504 -0.10 -1.71 0.56
```
Forces are in eV/Å.

Summary:
DFT total energy	-37779.7658	eV
M	227.31	g/mol
energy above the lowest of the compared OMol25 structures with the same formula, charge and spin	0.837	eV
largest force on an atom	3.36	eV/Å
charge	-2
E_HOMO	-0.121	eV
gap between HOMO and LUMO	6.111	eV

Atomic partial charges in e from the natural (NBO) method, atoms 1 to 8: C -0.38; C -0.65; C -0.61; C -0.24; C -0.46; C -0.68; N -1.29; O -1.07

# 5
Computed, not measured: 2 unconnected molecules or ions with the total composition C6H13NS, with ωB97M-V with the def2-TZVPD basis set.

XYZ file:
```
21
Properties=species:S:1:pos:R:3:forces:R:3
C 2.35747 1.53259 -0.41581 0.01 -0.12 0.15
C 2.62101 2.04591 0.77720 0.26 -0.13 0.39
N 3.87493 1.94586 1.41340 0.06 0.28 -0.06
C 4.38028 0.80819 1.59792 -0.29 -0.24 -0.06
H 3.11250 0.94224 -0.92030 -0.04 0.13 -0.18
H 1.39589 1.67843 -0.87957 -0.03 0.00 -0.11
H 1.91269 2.62239 1.36014 -0.10 0.12 -0.20
H 5.36852 0.70855 2.03536 0.02 0.06 0.02
H 3.82506 -0.09926 1.33622 0.14 -0.09 0.01
C -3.89023 -2.03814 -1.35205 -0.10 0.07 0.22
C -2.58323 -1.57522 -0.73553 0.21 0.00 0.06
S -2.59520 0.21486 -0.44927 0.01 -0.10 0.06
C -0.98403 0.35319 0.35624 -0.24 -0.03 -0.02
H -3.86120 -3.10755 -1.56163 0.04 0.03 -0.10
H -4.09584 -1.48937 -2.26880 -0.01 -0.07 -0.13
H -4.72387 -1.86352 -0.67032 0.02 0.03 0.01
H -1.73687 -1.81473 -1.38362 -0.05 0.03 -0.06
H -2.39633 -2.06788 0.21892 -0.09 -0.05 0.06
H -0.97900 -0.10102 1.34836 -0.04 -0.05 -0.09
H -0.22666 -0.10875 -0.27275 0.12 0.05 0.06
H -0.77589 1.41324 0.46585 0.10 0.07 -0.03
```
Forces are in eV/Å.

Summary:
DFT total energy	-18756.5524	eV
M	131.24	g/mol
energy above the lowest of the compared OMol25 structures with the same formula, charge and spin	1.725	eV
largest force on an atom	0.48	eV/Å
E_HOMO	-8.500	eV
gap between HOMO and LUMO	9.399	eV
SMILES	C=CN=C.CCSC

Atomic partial charges in e from the natural (NBO) method, atoms 1 to 8: C -0.46; C -0.04; N -0.40; C -0.04; H 0.20; H 0.21; H 0.20; H 0.18

What is the E_HOMO in the second record? -9.352 eV

Which of these has the lowest E_HOMO? number 3

The highest DFT total energy belongs to which entry? number 2

Please write out number 2 again, unchanged.
Computed, not measured: a molecular structure, C6H13NO3 at a distorted geometry, with ωB97M-V with the def2-TZVPD basis set.

XYZ file:
```
23
Properties=species:S:1:pos:R:3:forces:R:3
C 2.41430 -0.26830 -0.39748 0.17 -0.13 0.03
C 1.02666 -0.03828 -0.98685 -0.14 -0.01 -0.23
C -0.11887 -0.54066 -0.10021 0.01 0.74 0.04
C -0.12530 -2.05566 0.05728 0.06 -0.11 0.11
N -0.20330 0.15848 1.19357 -0.43 1.38 -1.04
C -1.74982 0.77743 0.74968 -1.97 -2.52 4.53
O -2.70909 0.77501 1.49262 2.29 0.47 -2.20
C -1.52049 0.00649 -0.55783 1.00 0.31 -0.44
O -1.58314 0.74663 -1.73121 -0.17 0.33 -0.25
H 3.18076 0.18282 -1.04223 -0.18 -0.11 0.20
H 2.50956 0.18505 0.59991 0.00 -0.07 -0.23
H 2.64717 -1.33771 -0.30657 -0.04 0.24 -0.01
H 0.89465 1.04086 -1.15860 -0.01 -0.27 0.04
H 0.94478 -0.52937 -1.96915 0.06 0.17 0.20
H 0.76995 -2.38960 0.59939 -0.19 0.02 -0.19
H -0.99767 -2.38306 0.63908 0.17 0.11 -0.14
H -0.15138 -2.54266 -0.92657 0.04 0.04 0.21
H 0.55176 0.06516 1.86381 -0.54 -0.35 0.55
H -2.22943 -0.82997 -0.62533 -0.15 0.50 0.09
H -1.28963 1.65647 -1.56545 -0.03 -0.34 0.00
H -0.03494 1.75507 1.28119 -2.93 1.62 -1.18
O -0.94371 2.61463 1.02635 3.16 -1.87 -0.10
H -1.28283 2.95114 1.86459 -0.19 -0.16 0.03
```
Forces are in eV/Å.

Summary:
DFT total energy	-14062.1201	eV
M	147.17	g/mol
energy above the lowest of the compared OMol25 structures with the same formula, charge and spin	4.509	eV
largest force on an atom	5.54	eV/Å
E_HOMO	-9.352	eV
gap between HOMO and LUMO	9.898	eV

Atomic partial charges in e from the natural (NBO) method, atoms 1 to 8: C -0.61; C -0.41; C 0.09; C -0.63; N -0.85; C 0.79; O -0.55; C 0.01